No. 1
Entry from OMol25: C31H30N10O3Sc as an isolated structure at a distorted geometry (ωB97M-V/def2-TZVPD).

2S+1: 1
Charge: +1
Calculated total energy, Eh: -2733.367117
Energy relative to the best compared isomer or geometry (same formula, charge and spin), eV: 0.806
Gap between HOMO and LUMO (spin up / spin down), eV: 5.718 / 6.033
M, g mol⁻¹: 635.60

Element x y z (Å)
Sc  0.35848  0.39727  -0.11243
C  -2.39338  0.80364  -5.32305
C  -1.01908  0.86509  -5.15189
C  -0.47770  1.21622  -3.92253
C  -1.30770  1.51897  -2.84438
C  -2.69469  1.45303  -3.02738
C  -3.23073  1.10309  -4.25468
N  -0.77486  1.79622  -1.57273
C  -1.04149  2.97266  -1.00585
C  -1.51033  4.12951  -1.70139
C  -1.71291  5.30359  -1.04385
C  -1.48520  5.42895  0.35325
C  -1.06124  4.35512  1.06886
C  -0.83888  3.11559  0.41865
N  -0.56810  1.96168  1.05395
N  -0.67649  1.88716  2.33476
C  -0.70370  0.59087  2.80516
C  -0.78493  0.39041  4.18532
C  -0.92434  -0.89453  4.66405
C  -1.00202  -1.95048  3.76074
C  -0.90056  -1.66754  2.41200
N  -0.73654  -0.43823  1.93212
H  -2.81242  0.53233  -6.28318
H  -0.36238  0.65886  -5.98831
H  0.59838  1.28064  -3.79914
H  -3.33181  1.68045  -2.18082
H  -4.30575  1.07023  -4.38160
H  -1.65423  4.07184  -2.77108
H  -2.03894  6.17285  -1.60092
H  -1.63824  6.38318  0.83809
H  -0.87488  4.40684  2.13243
H  -0.74389  1.24863  4.84013
H  -0.98497  -1.08178  5.72754
H  -1.13285  -2.96911  4.09607
H  -0.95778  -2.45902  1.67209
C  -3.34637  -1.71585  -1.68778
C  -1.86964  -1.46238  -1.76049
O  -1.28417  -0.75558  -0.93623
N  -1.21421  -2.05145  -2.76972
C  0.23201  -1.94996  -2.90975
C  0.93247  -2.81585  -1.88918
C  1.48463  -4.04102  -2.23427
C  2.08248  -4.80880  -1.24691
C  2.07565  -4.33716  0.05573
C  1.48911  -3.10820  0.31161
N  0.94958  -2.34472  -0.63895
H  -3.77492  -1.12845  -0.88073
H  -3.53854  -2.77224  -1.49376
H  -3.82037  -1.44238  -2.62994
H  -1.71329  -2.67838  -3.37724
H  0.51928  -0.91208  -2.74514
H  0.50296  -2.23003  -3.92462
H  1.44754  -4.39153  -3.25769
H  2.54207  -5.75757  -1.49053
H  2.51799  -4.90647  0.86158
H  1.46717  -2.69911  1.31483
C  3.27314  3.79062  -3.24942
N  3.33582  2.38432  -2.86135
C  4.20540  1.52441  -3.43145
C  4.33787  0.25112  -2.99267
C  3.48029  -0.15630  -1.92959
N  2.46933  0.61750  -1.53270
C  2.47710  1.94426  -1.84701
O  1.79066  2.73969  -1.22913
N  3.66173  -1.30962  -1.28210
H  4.21437  4.08702  -3.70457
H  3.08687  4.38917  -2.36302
H  2.45932  3.95657  -3.95609
H  4.82599  1.92483  -4.22163
H  5.08581  -0.41314  -3.39664
H  4.47936  -1.86451  -1.46078
H  3.20211  -1.36764  -0.38185
O  2.96544  -0.29376  3.27142
C  2.45006  -0.19466  2.21660
N  1.93534  -0.10962  1.13587



No. 2
Entry from OMol25: C10H13NO5Ti as an isolated structure at a distorted geometry (ωB97M-V/def2-TZVPD).

2S+1: 2
Charge: +3
Calculated total energy, Eh: -1668.058342
Expectation value of S²: 0.75
Gap between HOMO and LUMO (spin up / spin down), eV: 6.339 / 3.926
M, g mol⁻¹: 275.08

Element x y z (Å)
Ti  0.64682  -0.46488  -0.06874
O  0.52884  -3.71142  -0.18169
C  0.51688  -2.55382  -0.12829
C  1.97574  1.09575  -0.39876
O  2.75027  1.94818  -0.54234
C  1.10827  -1.00658  -1.99938
O  1.41621  -1.36334  -3.06174
C  2.13921  -0.85549  1.28574
O  3.03870  -1.09686  1.97788
C  4.63524  -2.62749  -1.67164
H  4.76142  -3.21016  -0.75204
H  4.07481  -3.10235  -2.48425
C  5.13422  -1.39336  -1.79657
H  5.00210  -0.81270  -2.71614
H  5.68559  -0.90985  -0.98249
C  -4.20341  1.94404  1.21583
N  -2.97916  1.15225  1.31059
C  -2.83716  0.23764  2.44024
C  -2.04073  1.14828  0.38347
C  -2.07340  2.03340  -0.81131
O  -1.05995  0.31985  0.54594
H  -4.79032  1.70683  2.10324
H  -4.78346  1.67830  0.32049
H  -3.98697  3.02115  1.20327
H  -2.78633  -0.80347  2.09701
H  -1.94596  0.48609  3.02987
H  -3.72084  0.36655  3.06151
H  -1.10983  2.55593  -0.89298
H  -2.22704  1.43606  -1.72239
H  -2.86972  2.78145  -0.76436